No. 1
Here is a structure of composition C28H47F3FeHgN7O14S in a non-equilibrium geometry from the OMol25 dataset. Energies are from ωB97M-V with the def2-TZVPD basis set.

Structure (XYZ):
```
102
Properties=species:S:1:pos:R:3:forces:R:3
Hg 3.79592 -1.72561 -0.43087 -0.3 -0.6 -0.4
Fe 1.80808 -4.90454 -1.72203 -0.1 3.0 3.5
O 3.38437 -3.56719 -1.76347 -0.1 -0.4 -0.9
H 3.05414 -3.20934 -2.61048 0.7 0.6 0.4
O 1.52627 -4.18518 0.18292 -0.2 -0.8 -1.9
H 0.78550 -3.54881 0.15421 0.4 -0.8 0.1
C -0.75225 -1.13855 -0.29690 2.1 -0.8 -2.4
F -1.96517 -1.21230 -0.81205 0.1 1.0 0.3
F -0.31072 0.04663 0.13108 -1.4 0.1 0.2
F -0.65752 -2.02331 0.65412 0.3 -0.3 0.4
S 0.55493 -1.43154 -1.78732 0.0 -0.6 -1.4
O 0.53095 -2.90161 -2.12956 -0.2 2.0 0.3
O 0.20770 -0.48748 -2.86261 -0.1 -1.7 1.8
O 1.86357 -1.02061 -1.20458 -1.3 0.1 0.3
C -2.87931 -4.40050 -5.21839 -0.1 2.0 -0.8
O -3.05665 -3.64661 -6.15891 -0.2 -1.0 -1.1
N -2.72297 -3.82258 -4.02266 0.0 0.1 1.9
C -2.44688 -4.57167 -2.82033 -0.7 -0.2 1.2
C -2.93394 -2.35017 -3.79499 0.8 -1.3 0.4
H -2.83208 -5.49751 -5.29934 0.1 0.1 0.3
H -2.85156 -5.58320 -2.78657 0.0 -0.1 -0.6
H -2.94894 -4.08972 -1.98142 -0.2 0.1 0.0
H -1.42620 -4.63552 -2.44319 0.5 0.2 -0.6
H -1.94585 -1.94099 -3.58440 0.0 0.4 -0.4
H -3.45546 -1.81584 -4.58911 0.2 -0.5 0.0
H -3.45714 -2.27458 -2.84176 -0.4 0.1 -0.1
C -3.28245 -3.55168 1.80286 -0.2 -1.8 -0.6
O -3.08178 -4.67482 1.26909 -0.3 2.7 1.2
N -4.46353 -2.89059 1.82700 0.7 -0.5 -0.1
C -5.62928 -3.48589 1.19431 0.5 0.9 0.2
C -4.53102 -1.54312 2.34042 -0.9 0.6 -1.0
H -2.56474 -2.95084 2.38258 0.6 -0.5 -0.3
H -6.50521 -3.32052 1.82160 0.0 -0.4 0.1
H -5.35713 -4.52909 1.03374 -0.5 0.1 -0.2
H -5.78878 -2.89904 0.28972 -0.3 -0.5 -0.5
H -3.64859 -0.93673 2.13620 0.4 -0.6 0.8
H -5.20928 -0.97241 1.70610 -0.6 -0.2 -0.1
H -4.95739 -1.50850 3.34298 0.5 0.2 0.2
C 5.70025 0.08447 -2.45650 0.7 0.2 -0.5
O 4.62230 -0.34068 -1.96610 1.0 0.6 -1.2
N 5.84831 0.55557 -3.71750 -1.5 -1.4 1.4
C 7.03909 1.00486 -4.39150 1.5 1.9 2.1
C 4.66212 0.52419 -4.55088 -0.5 0.6 0.1
H 6.61180 0.10548 -1.83938 -0.1 0.0 -0.2
H 6.94972 2.08872 -4.46473 -0.5 0.1 -1.2
H 7.44187 0.52786 -5.28499 -0.9 -0.3 0.1
H 7.85409 1.10055 -3.67405 0.3 -1.0 0.3
H 4.77361 -0.35643 -5.18347 -0.5 0.4 -0.5
H 3.74452 0.52043 -3.96258 0.2 -0.6 0.2
H 4.57057 1.49631 -5.03535 0.3 -0.3 -0.8
C 1.38315 2.73178 -4.19929 0.4 0.9 1.0
O 1.71820 3.24721 -5.24604 -0.4 -0.8 -0.4
N 1.69921 3.30615 -3.00664 0.7 0.6 0.0
C 2.28420 4.64971 -2.94201 0.3 -0.4 -0.1
C 1.31476 2.79258 -1.71573 0.0 -0.3 0.1
H 0.81057 1.81314 -3.99815 0.0 -0.3 -0.7
H 1.46164 5.35401 -2.81775 0.3 0.4 0.3
H 2.91126 4.95062 -3.78127 -0.6 -0.4 -0.5
H 3.01399 4.64180 -2.13241 -0.4 0.3 0.5
H 2.07878 3.08418 -0.99507 0.1 -0.2 0.1
H 0.38227 3.21442 -1.34074 -0.3 0.1 -0.1
H 1.23942 1.70537 -1.73571 -0.1 0.0 0.0
C 4.25612 0.88565 1.85212 -1.4 3.5 3.0
O 4.37104 0.33504 0.79417 0.3 -2.8 -2.4
N 3.12522 1.48374 2.31004 0.1 -0.9 -1.2
C 3.09877 2.37837 3.47286 -0.9 -0.7 0.2
C 1.81070 1.06103 1.79798 -0.9 -0.1 0.5
H 5.08463 1.15923 2.52363 0.4 -0.4 -0.3
H 2.55761 3.29804 3.25042 0.7 0.3 -0.5
H 4.08696 2.51141 3.91317 -0.1 0.2 -0.3
H 2.42734 1.96346 4.22461 0.3 -0.4 0.1
H 1.13329 1.80637 1.38123 0.5 1.0 0.4
H 1.70811 0.32489 1.00068 1.4 -0.3 0.3
H 1.29675 0.67702 2.67918 -0.3 -0.2 -0.1
C 0.24543 2.03255 6.47347 0.3 -0.7 0.3
C 1.14549 1.02723 6.11254 0.0 -0.4 0.0
C 0.75549 0.00717 5.26723 -3.3 -1.3 -0.6
C -0.62047 -0.05287 4.82013 2.2 1.7 1.4
C -1.45584 1.02028 5.17324 -1.1 -1.7 -2.0
C -1.05238 2.03055 5.97587 1.8 1.3 0.7
N -0.96410 -1.05972 3.79026 0.8 1.3 0.5
O -1.61221 -0.64816 2.86273 -1.1 0.6 -0.7
O -0.45442 -2.14188 3.82073 0.4 -1.0 0.6
H 0.49505 2.78552 7.20637 0.4 0.2 -0.2
H 2.16733 0.94547 6.45247 0.0 0.5 0.4
H 1.28948 -0.89875 5.02113 0.8 0.3 0.0
H -2.42919 1.09838 4.71184 -0.2 -0.2 0.0
H -1.56026 2.96953 6.13944 -0.9 -0.4 0.0
C -4.17961 1.52052 -0.26665 -1.3 -0.2 -0.3
C -2.83050 1.85238 -0.38691 -1.2 -0.6 -0.3
C -2.21255 2.44200 0.66837 0.1 0.3 1.3
C -2.95594 2.76320 1.85572 1.0 -0.5 -1.6
C -4.30704 2.52650 1.92744 -0.5 -1.4 -0.8
C -4.92600 1.88396 0.82212 0.8 1.2 1.7
N -2.27602 3.42548 2.94765 1.8 2.0 0.2
O -1.05473 3.73739 2.82108 -2.5 -1.2 0.3
O -2.97427 3.80337 3.87532 0.7 -0.6 -0.2
H -4.76124 0.95090 -0.97633 0.5 0.1 -0.7
H -2.32772 1.61197 -1.31201 0.3 -0.1 0.1
H -1.14205 2.53841 0.56289 0.0 0.6 0.6
H -4.93045 2.56165 2.80864 0.4 0.8 0.2
H -5.99294 1.78181 0.95481 -0.1 -0.6 -0.5
```
Forces are in eV/Å.

Computed properties:
* 2S+1: 5
* net charge: +1
* HOMO energy (spin up / spin down): -10.637 / -10.636 eV
* E_LUMO (spin up / spin down): -4.874 / -4.875 eV


No. 2
Here is a structure of composition C28H47MnNPS2Si2 in a non-equilibrium geometry from the OMol25 dataset. Energies are from ωB97M-V with the def2-TZVPD basis set.

Structure (XYZ):
```
82
Properties=species:S:1:pos:R:3:forces:R:3
Mn 10.68026 -4.20988 11.63647 0.4 -0.1 0.6
S 12.95901 -3.87347 12.15836 -0.3 -0.2 0.4
C 13.33831 -2.39677 11.32916 -0.5 -0.9 -0.7
C 14.53131 -1.76797 11.57913 1.4 0.0 0.0
C 14.88537 -0.64021 10.82584 0.1 -0.6 0.8
C 14.06065 -0.15074 9.84325 -0.9 -0.2 0.1
C 12.83433 -0.79047 9.59267 2.2 -0.5 1.1
C 12.48813 -1.92812 10.30110 0.7 0.9 0.8
S 10.91012 -2.54773 10.03913 -1.2 -0.9 0.2
H 15.22652 -2.28449 12.29488 -0.7 0.9 -0.6
H 15.80508 -0.13156 11.02284 0.5 0.2 0.1
H 14.36764 0.75975 9.36156 -0.2 0.2 -0.5
H 12.18658 -0.50606 8.84245 -1.2 0.9 -1.5
C 7.70129 -6.31226 10.97214 -0.7 0.8 2.0
Si 8.58085 -4.68084 10.57111 -0.2 -0.5 0.7
C 7.36409 -3.29659 10.74022 0.4 1.7 0.4
C 8.76513 -4.87525 8.73837 1.2 -0.1 -0.3
C 7.86600 -4.42098 7.81926 -1.4 1.3 0.0
C 8.19295 -4.24485 6.48704 0.8 -1.0 -0.1
C 9.41331 -4.67502 5.99419 -0.2 -0.2 1.4
C 10.30170 -5.22486 6.91196 1.0 -0.5 -0.5
C 10.01394 -5.29412 8.26710 0.6 -0.3 0.5
Si 11.37372 -5.53920 9.60494 -0.1 1.0 -0.2
C 11.66716 -7.24607 10.27598 0.3 -1.5 -0.6
C 13.01076 -5.10646 8.73086 -0.8 -0.5 -1.1
H 8.26818 -6.97541 10.38921 0.6 -1.4 -0.7
H 6.64424 -6.32325 10.66084 0.3 0.0 -0.1
H 7.73543 -6.62455 12.04685 0.1 0.3 -0.9
H 6.43547 -3.60597 10.29415 -0.6 0.1 -0.3
H 7.77959 -2.37617 10.25624 -0.4 -0.7 0.0
H 7.16622 -2.94744 11.75695 -0.1 -0.4 0.0
H 6.93614 -4.00710 8.23278 0.1 -0.2 -0.6
H 7.55533 -3.85813 5.75552 -1.4 0.8 -0.6
H 9.63599 -4.54331 4.96183 0.3 0.0 -0.6
H 11.28826 -5.57969 6.57692 -0.4 0.3 0.0
H 10.87131 -8.00502 10.16905 0.2 0.3 -0.7
H 11.78548 -7.29843 11.33309 0.5 0.5 1.0
H 12.63044 -7.60287 9.82384 -0.9 0.0 0.3
H 13.11094 -5.77121 7.83105 -0.2 0.3 0.6
H 13.87102 -5.30155 9.33585 0.5 0.1 0.5
H 13.00896 -4.09007 8.33772 0.1 0.1 0.2
C 7.93393 -5.93766 16.83079 0.0 -0.5 -1.0
C 8.21211 -5.78001 15.29382 -0.2 0.5 1.5
C 6.96991 -5.13313 14.64306 0.2 -2.5 -0.8
C 8.35543 -7.19992 14.75147 0.8 0.4 -0.8
P 9.71478 -4.67545 14.87329 -0.3 -0.9 -0.9
N 10.08935 -4.82312 13.36870 0.0 0.0 0.3
C 9.16669 -2.95855 15.33939 0.0 0.5 -2.0
C 10.40732 -2.01996 15.25469 0.3 -0.3 0.1
C 8.37466 -2.67393 16.56299 -1.5 -0.3 2.2
C 8.30635 -2.48022 14.10509 0.3 0.3 1.2
C 11.07028 -5.19409 16.06212 0.2 -0.2 0.3
C 10.89959 -4.77028 17.52158 -0.3 -1.2 1.1
C 11.19487 -6.73321 15.97903 0.5 -0.1 0.2
C 12.44396 -4.77920 15.48275 -0.9 -1.1 -2.1
H 6.95912 -6.45486 16.85627 0.4 -0.1 0.5
H 7.85402 -5.04020 17.41682 -0.2 0.6 -0.1
H 8.75498 -6.50404 17.27785 -0.5 -0.3 0.0
H 6.14698 -5.88584 14.56710 0.5 0.4 0.4
H 7.20164 -4.90074 13.61962 0.1 0.3 -0.5
H 6.61481 -4.29226 15.14971 -0.5 1.2 0.7
H 7.40180 -7.64594 14.60188 -1.1 -0.1 -0.4
H 8.83404 -7.91632 15.39057 0.6 0.0 0.5
H 8.89236 -7.18117 13.79906 -0.1 -0.1 0.0
H 11.24252 -2.30620 15.90698 -0.3 0.0 0.0
H 10.15018 -0.98526 15.49659 -0.3 -0.1 0.1
H 10.79198 -1.99393 14.23152 0.1 -0.2 0.1
H 8.90733 -2.89805 17.52763 -0.6 -0.1 -0.8
H 7.29720 -3.12592 16.59724 2.1 0.7 -0.1
H 8.25434 -1.59041 16.59932 -0.3 0.2 0.0
H 8.84854 -2.76214 13.24707 0.4 -0.3 -1.2
H 8.36133 -1.40504 14.16820 -0.4 0.6 -0.1
H 7.27276 -2.81799 13.99918 0.4 0.2 0.4
H 9.92147 -5.03386 17.97135 0.5 -0.1 -0.5
H 10.96059 -3.72753 17.73450 0.5 0.9 -0.2
H 11.64312 -5.31672 18.16168 -0.3 0.5 -0.6
H 10.48114 -7.38529 16.50252 0.2 0.6 0.0
H 12.23333 -6.99065 16.27727 -0.7 -0.1 0.1
H 11.13750 -6.93389 14.92562 -0.1 -0.6 -0.6
H 12.64608 -3.75405 15.22077 -0.1 0.4 0.2
H 12.54397 -5.36207 14.50277 -0.1 1.0 1.2
H 13.17985 -5.20551 16.11808 0.9 0.0 0.8
```
Forces are in eV/Å.

Computed properties:
* 2S+1: 4
* net charge: -1
* HOMO energy (spin up / spin down): -4.001 / -3.660 eV
* E_LUMO (spin up / spin down): 2.574 / 2.577 eV


Table of energy (Eh), in record order: -4646.0978, -4017.6573